Record 1
The following is a quantum chemistry calculation of a structure of composition C21H49N6O7Pt in a non-equilibrium geometry, from the OMol25 dataset.

Calculated values
⟨S²⟩ = 2.01
energy relative to the best compared isomer or geometry (same formula, charge and spin) = 7.53 kcal/mol
frontier orbital gap (spin up / spin down) = 8.5 / 6.0 eV
2S+1 = 3
net charge = +1
HOMO energy (spin up / spin down) = -11.2 / -11.2 eV

```
84
Properties=species:S:1:pos:R:3:mulliken_spin:R:1
Pt 1.829 -0.075 -3.169 1.17
C 1.264 -0.365 1.207 0.00
C 0.706 0.528 0.179 -0.03
C 0.556 2.003 0.622 0.08
O 1.259 0.432 -1.085 0.71
H 0.755 -0.373 2.171 0.00
H 2.280 -0.002 1.361 0.00
H 1.183 -1.366 0.783 0.00
H -0.308 0.128 0.176 0.03
H -0.141 2.120 1.452 0.00
H 0.206 2.708 -0.132 0.00
H 1.503 2.432 0.950 0.00
C -2.823 -4.792 -0.982 0.00
O -2.364 -4.249 -2.034 0.00
N -2.652 -4.233 0.252 0.00
C -1.891 -3.006 0.463 0.00
C -3.331 -4.849 1.385 0.00
H -3.481 -5.669 -0.881 0.00
H -2.399 -2.144 0.896 0.00
H -1.417 -2.637 -0.447 0.00
H -0.970 -3.195 1.015 0.00
H -4.128 -4.341 1.928 0.00
H -3.689 -5.833 1.080 0.00
H -2.546 -4.917 2.137 0.00
C -3.445 -1.960 3.916 0.00
O -4.635 -2.333 3.986 0.00
N -3.195 -0.707 3.565 0.00
C -1.827 -0.207 3.242 0.00
C -4.211 0.326 3.226 0.00
H -2.550 -2.586 4.056 0.00
H -1.634 0.812 3.577 0.00
H -1.697 -0.226 2.160 0.00
H -1.051 -0.820 3.699 0.00
H -5.152 0.181 3.756 0.00
H -3.939 1.358 3.445 0.00
H -4.416 0.213 2.161 0.00
C 6.522 3.766 0.544 0.00
O 6.738 4.564 -0.295 0.00
N 5.289 3.047 0.681 0.00
C 4.981 2.280 1.961 0.00
C 4.215 3.121 -0.308 0.02
H 7.293 3.643 1.321 0.00
H 4.032 2.714 2.272 0.00
H 5.698 2.283 2.782 0.00
H 4.787 1.228 1.748 0.00
H 4.109 2.156 -0.803 -0.01
H 3.238 3.327 0.129 0.00
H 4.504 3.802 -1.108 0.00
C -2.865 3.917 1.251 0.00
O -2.867 3.064 2.137 0.00
N -3.143 3.677 -0.065 0.00
C -3.118 4.760 -1.058 0.00
C -3.459 2.349 -0.581 0.00
H -2.644 4.994 1.293 0.00
H -4.070 5.114 -1.453 0.00
H -2.499 4.498 -1.915 0.00
H -2.576 5.625 -0.676 0.00
H -4.416 2.454 -1.092 0.00
H -2.712 1.939 -1.261 0.00
H -3.781 1.653 0.193 0.00
C 4.833 -0.860 -2.276 0.00
O 3.835 -0.153 -2.368 0.01
N 5.337 -1.401 -1.144 0.00
C 6.355 -2.389 -0.978 0.00
C 4.786 -1.026 0.169 -0.01
H 5.598 -1.078 -3.037 0.00
H 7.234 -1.979 -0.481 0.00
H 6.563 -2.935 -1.898 0.00
H 5.890 -3.232 -0.467 0.00
H 4.230 -1.837 0.640 0.00
H 5.635 -0.662 0.748 0.00
H 4.127 -0.159 0.137 0.00
C -1.324 -0.291 -3.118 0.01
O -0.258 -0.041 -3.725 0.01
N -2.295 -1.020 -3.654 0.00
C -2.163 -1.745 -4.905 0.00
C -3.592 -1.314 -3.030 0.00
H -1.620 0.213 -2.185 0.00
H -2.209 -2.794 -4.612 0.00
H -1.156 -1.736 -5.323 0.00
H -2.993 -1.563 -5.587 0.00
H -3.567 -2.404 -3.023 0.00
H -3.827 -1.057 -1.997 0.00
H -4.327 -0.870 -3.702 0.00
```

---

Record 2
The following is a quantum chemistry calculation of a cluster of 3 separate species, C21H50N3O5 in total in a non-equilibrium geometry, from the OMol25 dataset.

Calculated values
frontier orbital gap = 7.0 eV
net charge = +1
HOMO energy = -10.4 eV

```
79
Properties=species:S:1:pos:R:3:lowdin_charge:R:1
C -0.004 0.169 0.439 -0.13
C 0.608 1.233 -0.650 -0.20
C 0.902 2.730 0.001 -0.19
O -0.156 3.716 -0.257 -0.20
C -0.968 4.004 0.933 -0.15
C -2.574 3.587 0.761 -0.24
C -3.088 2.500 1.874 -0.13
C -3.609 1.070 1.265 -0.13
N -4.602 1.176 0.130 -0.01
C -4.414 2.369 -0.781 -0.13
C -2.920 3.044 -0.747 -0.12
H -0.459 0.829 1.323 0.07
H 0.788 -0.542 0.929 0.08
H -0.867 -0.489 -0.049 0.08
H -0.151 1.285 -1.560 0.09
H 1.611 0.763 -1.060 0.12
H 1.872 3.129 -0.570 0.14
H 1.218 2.613 1.120 0.13
H -0.977 5.192 1.046 0.15
H -0.544 3.592 1.942 0.13
H -3.225 4.573 0.929 0.15
H -3.897 2.932 2.623 0.13
H -2.143 2.243 2.556 0.12
H -2.740 0.321 0.964 0.13
H -4.185 0.523 2.156 0.16
H -4.461 0.308 -0.469 0.19
H -5.609 1.112 0.466 0.20
H -4.567 1.961 -1.892 0.15
H -5.301 3.130 -0.601 0.16
H -2.145 2.281 -1.180 0.11
H -2.960 4.010 -1.446 0.16
C 4.657 -3.642 5.319 -0.11
O 3.589 -3.633 6.257 -0.20
C 3.625 -2.505 7.141 -0.20
C 2.454 -1.553 6.847 -0.20
N 2.634 -0.869 5.562 -0.05
C 1.440 -0.153 5.104 -0.20
C 0.186 -0.996 4.788 -0.22
O 0.339 -1.856 3.655 -0.20
C 0.945 -3.107 3.940 -0.10
H 4.641 -4.602 4.796 0.09
H 4.528 -2.849 4.578 0.07
H 5.623 -3.534 5.820 0.09
H 4.588 -1.981 7.106 0.12
H 3.503 -2.900 8.155 0.12
H 2.386 -0.807 7.647 0.12
H 1.536 -2.147 6.852 0.10
H 2.888 -1.553 4.855 0.07
H 1.727 0.376 4.188 0.11
H 1.179 0.617 5.840 0.12
H -0.614 -0.298 4.522 0.11
H -0.180 -1.554 5.656 0.11
H 0.718 -3.465 4.949 0.09
H 2.025 -3.042 3.792 0.07
H 0.567 -3.841 3.224 0.09
C 0.572 1.966 -4.818 -0.10
O 0.120 0.767 -4.202 -0.22
C -1.224 0.422 -4.559 -0.21
C -1.243 -0.842 -5.434 -0.21
N -0.692 -0.573 -6.768 -0.05
C -0.440 -1.784 -7.555 -0.19
C 0.619 -2.770 -7.019 -0.21
O 1.952 -2.251 -7.035 -0.18
C 2.298 -1.472 -5.901 -0.10
H 1.535 2.233 -4.376 0.09
H 0.720 1.818 -5.891 0.08
H -0.130 2.786 -4.646 0.09
H -1.752 1.254 -5.042 0.12
H -1.748 0.201 -3.622 0.10
H -2.274 -1.197 -5.534 0.12
H -0.662 -1.611 -4.916 0.10
H 0.184 -0.068 -6.669 0.07
H -0.113 -1.447 -8.545 0.12
H -1.386 -2.318 -7.703 0.12
H 0.630 -3.631 -7.694 0.12
H 0.367 -3.168 -6.030 0.11
H 1.784 -1.801 -4.992 0.09
H 2.092 -0.417 -6.095 0.07
H 3.374 -1.564 -5.738 0.09
```

---

Record 3
The following is a quantum chemistry calculation of a cluster of 5 separate species, C21H51BBrO9 in total in a non-equilibrium geometry, from the OMol25 dataset.

Calculated values
frontier orbital gap = 4.5 eV
net charge = -1
HOMO energy = -2.3 eV

```
83
Properties=species:S:1:pos:R:3:lowdin_charge:R:1
C -1.287 -2.988 2.469 -0.16
C 0.293 -3.468 2.733 -0.30
C 1.023 -3.470 1.259 -0.77
Br 2.881 -4.174 1.491 0.51
C 0.904 -2.066 0.426 -0.19
B 2.034 -0.955 0.855 -0.54
C 1.548 0.412 1.698 -0.08
O 3.484 -1.005 0.529 -0.07
H -1.615 -3.217 1.355 0.07
H -2.041 -3.560 3.179 0.06
H -1.287 -1.815 2.692 0.07
H 0.800 -2.775 3.531 0.10
H 0.229 -4.580 3.166 0.09
H 0.440 -4.287 0.612 0.08
H 1.150 -2.335 -0.707 0.03
H 2.493 0.944 2.137 0.05
H 0.695 0.195 2.469 0.05
H 1.129 1.141 0.852 0.06
H 3.727 -0.269 -0.128 0.08
C 3.829 2.615 -0.658 -0.11
O 2.696 2.093 -1.343 -0.20
C 1.674 3.076 -1.530 -0.19
C 1.672 3.611 -2.964 -0.19
O 2.856 4.369 -3.239 -0.21
C 3.803 3.634 -4.006 -0.11
H 4.637 1.882 -0.725 0.09
H 4.170 3.554 -1.099 0.08
H 3.583 2.767 0.396 0.09
H 1.782 3.894 -0.808 0.13
H 0.717 2.582 -1.339 0.12
H 0.823 4.289 -3.087 0.11
H 1.556 2.794 -3.687 0.13
H 3.450 3.541 -5.035 0.08
H 3.978 2.639 -3.585 0.09
H 4.746 4.186 -4.004 0.09
C -3.474 0.237 3.039 -0.11
O -3.201 -0.706 4.069 -0.22
C -2.781 -0.077 5.283 -0.19
C -3.916 -0.033 6.309 -0.20
O -4.970 0.838 5.883 -0.20
C -6.086 0.123 5.365 -0.12
H -3.973 -0.286 2.219 0.09
H -4.125 1.041 3.390 0.08
H -2.536 0.656 2.666 0.09
H -2.391 0.929 5.088 0.13
H -1.964 -0.681 5.690 0.12
H -3.528 0.371 7.248 0.12
H -4.300 -1.040 6.511 0.12
H -6.623 -0.362 6.183 0.08
H -5.779 -0.627 4.629 0.08
H -6.754 0.838 4.879 0.09
C 0.347 7.223 -3.502 -0.10
O -0.785 6.701 -4.187 -0.20
C -1.807 7.685 -4.374 -0.20
C -1.810 8.219 -5.808 -0.20
O -0.626 8.978 -6.083 -0.20
C 0.322 8.242 -6.849 -0.11
H 1.155 6.491 -3.569 0.07
H 0.688 8.162 -3.943 0.08
H 0.101 7.376 -2.448 0.09
H -1.700 8.503 -3.651 0.12
H -2.765 7.191 -4.182 0.12
H -2.658 8.898 -5.931 0.12
H -1.926 7.403 -6.531 0.12
H -0.032 8.150 -7.879 0.08
H 0.497 7.247 -6.428 0.08
H 1.265 8.794 -6.848 0.09
C -0.043 -9.605 2.167 -0.12
O -0.367 -8.439 1.419 -0.20
C 0.724 -7.516 1.354 -0.19
C 1.430 -7.584 -0.003 -0.19
O 2.101 -8.837 -0.178 -0.20
C 1.380 -9.722 -1.028 -0.12
H -0.835 -10.342 2.011 0.08
H 0.907 -10.039 1.847 0.08
H 0.001 -9.360 3.231 0.08
H 1.433 -7.689 2.173 0.13
H 0.303 -6.514 1.480 0.10
H 2.195 -6.804 -0.042 0.09
H 0.723 -7.402 -0.822 0.13
H 1.449 -9.376 -2.062 0.08
H 0.328 -9.797 -0.734 0.08
H 1.836 -10.712 -0.956 0.08
```

---

Record 4
The following is a quantum chemistry calculation of a structure of composition C21H51Cl2F3N2O18P3V in a non-equilibrium geometry, from the OMol25 dataset.

Calculated values
energy relative to the best compared isomer or geometry (same formula, charge and spin) = 0.00 kcal/mol
frontier orbital gap = 9.2 eV
HOMO energy = -9.1 eV

```
101
Properties=species:S:1:pos:R:3:lowdin_charge:R:1
O 1.223 0.713 -0.249 -0.34
V 0.161 -0.472 -0.135 0.92
O -0.142 -0.937 -1.648 -0.33
C 2.051 -2.916 0.179 -0.46
O 1.865 -2.866 -1.206 -0.10
O 1.690 -1.791 0.825 -0.17
C 1.377 -4.244 0.565 -0.54
F 1.405 -4.519 1.878 0.14
F 0.114 -4.336 0.121 0.14
F 2.030 -5.270 -0.028 0.13
C 2.950 -2.341 -1.957 -0.25
C 2.855 -2.675 -3.427 -0.07
H 3.631 -2.062 -3.894 0.08
H 3.058 -3.714 -3.703 0.07
H 1.890 -2.469 -3.890 0.07
H 3.937 -2.478 -1.515 0.13
H 2.723 -1.261 -1.970 0.11
H 3.108 -3.145 0.437 0.16
C -2.625 0.277 -3.797 0.01
C -1.662 0.768 -4.857 -0.55
O -2.065 1.306 -5.879 0.03
N -0.343 0.643 -4.554 0.01
C 0.682 1.060 -5.476 -0.08
H -3.345 1.057 -3.563 0.08
H -2.043 0.012 -2.924 0.04
H -3.168 -0.563 -4.228 0.09
H -0.150 0.116 -3.713 0.09
H 0.903 2.126 -5.459 0.08
H 0.348 0.790 -6.482 0.08
H 1.566 0.435 -5.352 0.08
C 4.574 4.572 -2.063 0.00
C 3.149 4.399 -1.588 -0.57
O 2.790 4.950 -0.559 0.03
N 2.307 3.743 -2.420 0.02
C 0.894 3.567 -2.128 -0.07
H 5.229 4.218 -1.260 0.07
H 4.772 5.645 -2.043 0.09
H 4.932 4.146 -2.996 0.07
H 2.682 3.050 -3.044 0.13
H 0.479 2.759 -2.734 0.07
H 0.348 4.460 -2.426 0.09
H 0.755 3.220 -1.105 0.07
C -5.444 0.613 -0.176 -0.06
O -4.032 0.420 -0.333 -0.20
P -3.036 1.552 0.080 0.36
O -1.626 1.196 -0.020 -0.21
O -3.463 2.053 1.528 -0.19
C -3.240 1.105 2.588 -0.06
O -3.484 2.775 -0.818 -0.19
C -2.888 4.033 -0.499 -0.09
H -5.703 1.656 -0.016 0.09
H -5.853 -0.044 0.591 0.09
H -5.892 0.264 -1.108 0.10
H -2.423 1.428 3.232 0.08
H -2.987 0.095 2.260 0.07
H -4.144 1.050 3.192 0.10
H -1.859 3.924 -0.131 0.08
H -3.410 4.560 0.298 0.09
H -2.760 4.625 -1.401 0.09
C -2.829 -4.699 -0.797 -0.04
O -2.486 -4.192 0.512 -0.22
P -2.619 -2.689 0.918 0.36
O -1.575 -1.787 0.430 -0.23
O -4.069 -2.260 0.495 -0.20
C -5.180 -3.098 0.760 -0.09
O -2.700 -2.732 2.492 -0.18
C -1.557 -3.255 3.191 -0.05
H -1.935 -5.222 -1.138 0.09
H -3.068 -3.891 -1.483 0.10
H -3.591 -5.468 -0.685 0.09
H -5.804 -3.196 -0.131 0.10
H -5.846 -2.675 1.515 0.09
H -4.909 -4.108 1.068 0.09
H -1.044 -2.435 3.688 0.08
H -0.858 -3.788 2.546 0.07
H -1.883 -3.991 3.925 0.10
C -0.201 0.301 5.958 -0.09
O -0.437 0.098 4.581 -0.21
P 0.529 0.638 3.452 0.35
O 0.081 0.224 2.128 -0.24
O 1.965 0.128 3.868 -0.19
C 2.171 -1.303 3.836 -0.07
O 0.578 2.186 3.686 -0.18
C 1.307 2.960 2.708 -0.05
H -0.981 -0.194 6.532 0.09
H -0.213 1.356 6.245 0.09
H 0.761 -0.075 6.318 0.09
H 2.403 -1.613 4.852 0.09
H 2.956 -1.519 3.119 0.09
H 1.305 -1.853 3.466 0.07
H 0.863 3.946 2.612 0.09
H 1.293 2.453 1.741 0.07
H 2.342 3.104 3.020 0.09
Cl 6.093 1.788 2.307 0.55
C 4.878 1.602 1.019 -0.65
C 4.996 0.258 0.333 -0.67
Cl 6.460 0.124 -0.659 0.55
H 5.075 2.397 0.305 0.04
H 3.866 1.697 1.406 0.06
H 4.114 0.008 -0.247 0.05
H 5.059 -0.503 1.111 0.06
```

---

Record 5
The following is a quantum chemistry calculation of a structure of composition C21H51N4O16V in a non-equilibrium geometry, from the OMol25 dataset.

Calculated values
energy relative to the best compared isomer or geometry (same formula, charge and spin) = 116.07 kcal/mol
frontier orbital gap = 6.1 eV
net charge = -2
HOMO energy = -2.6 eV

```
93
Properties=species:S:1:pos:R:3:lowdin_charge:R:1
O -0.099 -0.771 -0.539 -0.35
V -0.299 0.318 -1.729 0.98
O 0.552 1.722 -1.320 -0.39
O -2.244 -3.293 -3.398 0.07
C -2.515 -1.992 -3.137 -0.81
O -1.589 -1.192 -2.850 -0.09
O -3.676 -1.567 -3.178 0.01
H -3.149 -3.516 -3.168 0.08
O -1.563 1.437 1.272 0.10
C -2.517 1.316 0.395 -0.91
O -3.678 1.115 0.769 -0.02
O -2.294 1.445 -0.812 -0.02
H -2.168 1.347 2.012 0.10
O -0.079 0.895 -5.543 0.07
C -1.179 1.224 -4.876 -0.90
O -2.260 1.150 -5.497 -0.03
O -1.203 1.568 -3.717 -0.03
H -0.505 0.366 -6.221 0.10
C 0.891 -3.997 1.135 -0.10
O 0.966 -4.391 2.503 -0.17
C -0.321 -4.597 3.069 -0.26
C -0.294 -5.715 3.997 -0.21
N -0.151 -7.034 3.323 -0.08
C 0.581 -8.022 4.052 -0.20
C -0.181 -8.381 5.447 -0.21
O -0.939 -9.541 5.225 -0.21
C -2.051 -9.245 4.356 -0.10
H 0.323 -3.096 0.905 0.08
H 0.602 -4.758 0.410 0.09
H 1.921 -3.713 0.917 0.06
H -1.167 -4.754 2.399 0.13
H -0.511 -3.661 3.596 0.13
H -1.169 -5.843 4.634 0.11
H 0.575 -5.466 4.606 0.12
H 0.128 -6.986 2.354 0.11
H 1.610 -7.730 4.265 0.10
H 0.779 -8.959 3.533 0.11
H -0.700 -7.612 6.019 0.11
H 0.611 -8.659 6.143 0.10
H -1.562 -8.995 3.415 0.07
H -2.799 -8.476 4.553 0.09
H -2.562 -10.204 4.278 0.08
C 3.241 6.772 0.319 -0.05
C 2.494 5.411 0.166 -0.43
C 1.238 5.299 0.960 -0.19
O 1.578 5.666 2.321 -0.19
C 0.592 5.408 3.337 -0.10
N 2.262 4.992 -1.219 0.04
H 2.568 7.624 0.221 0.07
H 4.014 6.951 -0.429 0.06
H 3.719 6.899 1.290 0.06
H 3.090 4.544 0.448 0.13
H 0.791 4.305 0.943 0.13
H 0.483 5.900 0.452 0.11
H -0.392 5.752 3.018 0.08
H 0.823 5.910 4.277 0.07
H 0.482 4.389 3.710 0.08
H 3.138 4.849 -1.700 0.07
H 1.663 4.178 -1.204 0.04
C -1.145 4.904 -1.845 -0.04
C -2.659 4.721 -2.039 -0.45
C -3.385 6.053 -1.938 -0.23
O -2.907 6.922 -0.913 -0.21
C -3.307 6.370 0.376 -0.09
N -2.984 4.157 -3.318 0.07
H -0.964 5.208 -0.814 0.04
H -0.786 5.674 -2.527 0.08
H -0.603 3.965 -1.960 0.06
H -3.041 4.080 -1.245 0.13
H -4.471 5.958 -1.918 0.12
H -3.013 6.669 -2.757 0.12
H -3.792 7.129 0.990 0.07
H -2.457 5.980 0.937 0.07
H -4.047 5.586 0.217 0.09
H -2.395 3.371 -3.554 0.05
H -2.748 4.834 -4.029 0.06
C 3.117 -0.082 -1.442 -0.07
C 2.563 -0.843 -2.619 -0.39
C 2.418 -2.379 -2.411 -0.16
O 3.726 -2.895 -2.287 -0.17
C 3.971 -3.685 -1.157 -0.13
N 1.337 -0.300 -3.145 0.04
H 2.789 -0.383 -0.447 0.08
H 2.948 0.995 -1.446 0.07
H 4.200 -0.179 -1.368 0.07
H 3.365 -0.539 -3.292 0.13
H 1.858 -2.992 -3.116 0.14
H 1.792 -2.345 -1.519 0.11
H 4.010 -3.119 -0.227 0.08
H 4.943 -4.176 -1.112 0.08
H 3.208 -4.438 -0.960 0.08
H 1.573 0.273 -3.943 0.10
H 0.985 -1.083 -3.677 0.09
```